No. 1
{"formula": "C30H30GaNO", "method": "the ωB97M-V functional and the def2-TZVPD basis", "species": ["Ga", "O", "N", "C", "C", "C", "C", "C", "C", "C", "C", "C", "C", "C", "C", "C", "C", "C", "C", "C", "C", "C", "C", "C", "C", "C", "C", "C", "C", "C", "C", "C", "C", "H", "H", "H", "H", "H", "H", "H", "H", "H", "H", "H", "H", "H", "H", "H", "H", "H", "H", "H", "H", "H", "H", "H", "H", "H", "H", "H", "H", "H", "H"], "xyz": [[-3.049, 0.126, 1.840], [-0.164, 0.998, -2.215], [-1.273, 1.550, -4.070], [1.833, 1.239, 1.040], [1.106, -0.289, 6.939], [-1.379, -2.316, 1.358], [1.327, 0.704, -5.147], [2.644, -0.690, 0.072], [2.609, 0.171, -5.288], [-3.690, -2.032, -2.207], [1.142, 1.924, -4.494], [2.247, 2.613, -3.977], [-1.220, 0.942, -2.851], [-1.108, 1.276, 6.252], [-0.240, 2.524, -4.437], [-2.376, -1.878, 0.414], [0.939, 0.110, 5.611], [2.258, 0.196, -0.972], [0.145, 0.039, 7.906], [-0.321, -1.849, -0.626], [-1.441, -1.905, -3.286], [3.717, 0.873, -4.803], [3.532, 2.079, -4.117], [-0.945, 0.854, 7.565], [1.767, 1.393, -0.374], [2.387, -0.041, 1.317], [-1.619, 0.549, 3.003], [-1.684, -1.616, -0.834], [-0.800, 0.709, 3.939], [-0.129, -2.296, 0.710], [-2.472, 0.208, -2.391], [-2.321, -1.326, -2.162], [-0.259, 0.767, 5.239], [-3.211, 0.346, -3.191], [-1.676, 1.145, 8.321], [0.448, -1.775, -1.387], [1.979, -0.878, 7.227], [-0.461, -1.411, -3.340], [4.722, 0.477, -4.950], [3.051, -1.691, -0.061], [-1.925, -1.796, -4.264], [2.572, -0.455, 2.307], [0.244, -0.330, 8.928], [2.321, -0.021, -2.033], [0.816, -2.599, 1.140], [1.698, -0.115, 4.857], [-4.160, -1.908, -3.191], [-4.370, -1.641, -1.441], [1.409, 2.267, -0.903], [-2.168, 1.662, -4.524], [2.732, -0.782, -5.797], [-3.532, -3.108, -2.039], [-0.521, 2.920, -5.424], [2.083, 3.572, -3.471], [-1.600, -2.587, 2.392], [0.452, 0.196, -5.559], [-1.931, 1.937, 5.968], [1.508, 1.979, 1.767], [-2.851, 0.703, -1.488], [-1.277, -2.975, -3.113], [4.388, 2.625, -3.716], [-0.246, 3.348, -3.707], [-3.440, -2.106, 0.489]], "forces_ev_per_a": [[-0.367, -0.533, -1.242], [-1.474, -0.134, -0.288], [-0.369, 0.378, -0.278], [-0.112, 0.425, -1.142], [-0.082, 0.329, 0.137], [0.295, 0.176, -0.034], [0.272, 0.164, 0.082], [-0.218, 0.858, -2.333], [-0.146, 0.285, 0.018], [0.088, 0.170, -0.141], [0.407, -0.007, -0.315], [-0.182, -0.272, -0.118], [1.311, -0.085, 0.669], [0.061, -0.439, -0.137], [-0.190, -0.040, 0.314], [0.052, -0.388, 0.943], [-0.545, -0.014, 0.087], [1.406, -2.798, 1.300], [-0.102, 0.042, -0.271], [-1.805, 0.222, -1.101], [0.030, -0.069, -0.127], [-0.148, 0.040, 0.244], [-0.175, 0.025, -0.275], [0.431, 0.068, 0.069], [-0.145, 0.726, 2.621], [-0.468, 0.812, -0.146], [3.337, 0.781, 2.975], [2.069, 0.000, -0.311], [-2.714, -0.100, -3.007], [-1.301, -0.027, 1.374], [-0.366, 0.007, -0.538], [0.322, 0.118, -0.216], [0.702, -0.050, 1.390], [-0.150, 0.002, 0.179], [0.298, -0.021, -0.185], [-0.207, 0.015, 0.300], [-0.226, 0.239, -0.114], [-0.259, -0.153, 0.052], [-0.273, 0.074, 0.110], [-0.105, 0.317, 0.038], [-0.008, 0.068, 0.119], [-0.048, 0.097, -0.258], [0.027, 0.117, -0.302], [-0.046, 0.139, 0.158], [-0.079, 0.061, 0.033], [-0.445, -0.169, 0.203], [0.056, 0.021, 0.177], [0.081, -0.090, -0.187], [0.054, -0.202, 0.100], [0.110, -0.135, 0.132], [0.083, 0.162, 0.055], [-0.140, 0.303, 0.014], [0.101, -0.037, 0.276], [0.151, -0.394, -0.135], [0.257, -0.028, -0.398], [0.299, 0.008, 0.154], [0.139, -0.457, 0.052], [0.118, -0.260, -0.173], [0.084, -0.112, -0.134], [-0.006, 0.191, -0.034], [-0.236, -0.204, -0.125], [0.031, -0.111, -0.231], [0.471, -0.114, -0.076]], "nbo_charge": [0.857, -0.637, -0.622, -0.374, -0.220, -0.359, -0.174, -0.347, -0.222, -0.598, -0.022, -0.221, 0.691, -0.160, -0.226, -0.327, -0.159, -0.184, -0.204, -0.262, -0.610, -0.229, -0.190, -0.218, -0.093, -0.075, -0.659, 0.018, 0.008, -0.136, -0.473, -0.095, -0.148, 0.197, 0.219, 0.233, 0.219, 0.223, 0.216, 0.213, 0.203, 0.200, 0.216, 0.222, 0.216, 0.221, 0.207, 0.210, 0.218, 0.395, 0.213, 0.219, 0.212, 0.212, 0.224, 0.208, 0.223, 0.218, 0.240, 0.221, 0.216, 0.200, 0.237], "largest_force_ev_per_a": 4.54, "spin_multiplicity": 1, "orbital_gap_ev": [6.356, 5.582], "mol_weight_g_mol": 490.30}


No. 2
{"formula": "C30H30GeNOTc", "method": "the ωB97M-V functional and the def2-TZVPD basis", "species": ["Tc", "Ge", "O", "N", "C", "C", "C", "C", "C", "C", "C", "C", "C", "C", "C", "C", "C", "C", "C", "C", "C", "C", "C", "C", "C", "C", "C", "C", "C", "C", "C", "C", "C", "C", "H", "H", "H", "H", "H", "H", "H", "H", "H", "H", "H", "H", "H", "H", "H", "H", "H", "H", "H", "H", "H", "H", "H", "H", "H", "H", "H", "H", "H", "H"], "xyz": [[0.292, 0.908, -0.414], [-0.499, 3.275, -2.449], [1.440, -0.790, -0.009], [1.291, 2.264, 0.903], [-0.156, 5.137, -2.767], [2.707, 2.224, 0.460], [-3.348, 3.042, -2.362], [-2.287, 2.403, 1.281], [-3.317, 1.538, 1.498], [-0.417, 2.944, -0.505], [-0.526, 7.415, -2.050], [-3.569, 0.426, 0.637], [-2.321, 1.491, -3.893], [1.206, 2.079, 2.370], [0.589, 3.529, 0.446], [-2.196, 2.518, -2.958], [3.181, 0.325, -3.320], [0.753, 6.974, -4.040], [1.969, -0.188, -2.909], [0.979, 2.065, -2.948], [-0.705, 6.052, -1.864], [0.573, -0.553, 0.844], [-1.473, 2.198, 0.121], [0.571, 5.609, -3.861], [0.246, -1.327, 2.051], [0.866, 0.665, -2.704], [2.216, 2.549, -3.367], [-1.638, 0.971, -0.551], [-4.597, 2.527, -2.674], [-4.706, 1.486, -3.589], [-2.748, 0.123, -0.416], [-3.573, 0.973, -4.203], [3.293, 1.694, -3.568], [0.208, 7.873, -3.135], [0.348, 8.937, -3.280], [2.344, 3.606, -3.565], [-4.421, -0.211, 0.841], [3.135, 1.248, 0.689], [-3.665, 0.183, -4.938], [1.299, 4.221, -0.007], [3.280, 2.994, 0.981], [4.026, -0.331, -3.477], [-5.485, 2.944, -2.217], [2.758, 2.400, -0.609], [-0.142, 0.212, -2.670], [-2.187, 3.306, 1.874], [1.854, -1.254, -2.757], [-0.402, -0.776, 2.724], [-1.451, 1.106, -4.413], [-2.919, -0.730, -1.058], [-1.284, 5.706, -1.012], [1.724, 1.165, 2.656], [-0.961, 8.119, -1.352], [0.139, 4.019, 1.311], [-3.277, 3.861, -1.652], [1.313, 7.336, -4.893], [0.970, 4.925, -4.601], [1.684, 2.923, 2.871], [4.231, 2.098, -3.930], [1.162, -1.654, 2.548], [-5.682, 1.089, -3.840], [-0.278, -2.228, 1.710], [0.162, 2.022, 2.670], [-4.000, 1.722, 2.317]], "forces_ev_per_a": [[0.034, 0.815, -0.469], [0.003, -0.089, -0.158], [-0.143, -0.268, 0.334], [-0.080, 0.009, 0.010], [0.037, 0.064, 0.067], [-0.023, -0.049, 0.177], [-0.031, -0.082, -0.029], [0.013, 0.065, 0.044], [-0.010, 0.012, -0.016], [-0.081, 0.069, 0.258], [-0.016, -0.010, 0.029], [0.004, -0.009, -0.012], [-0.043, 0.006, -0.003], [0.035, 0.005, -0.018], [0.014, -0.105, 0.100], [-0.120, 0.054, -0.086], [-0.032, 0.119, -0.025], [0.004, -0.012, -0.018], [-0.110, -0.116, 0.083], [-0.027, -0.210, 0.209], [0.099, 0.002, -0.029], [0.186, -0.134, -0.288], [0.027, -0.106, -0.006], [-0.114, 0.024, -0.027], [-0.017, 0.004, 0.010], [0.107, 0.193, -0.246], [0.104, -0.022, 0.033], [0.085, -0.286, 0.091], [0.018, 0.023, 0.025], [-0.030, -0.008, 0.001], [-0.071, 0.032, 0.049], [0.023, -0.011, -0.009], [0.004, -0.052, 0.028], [0.001, 0.025, -0.002], [0.001, -0.023, 0.001], [0.002, -0.021, 0.054], [0.019, 0.021, 0.013], [-0.006, 0.012, 0.025], [0.002, 0.016, 0.014], [0.029, -0.068, -0.032], [-0.019, 0.008, -0.018], [-0.018, 0.008, -0.013], [0.015, -0.010, -0.013], [0.007, 0.050, -0.197], [0.060, 0.001, 0.095], [0.018, -0.025, -0.023], [0.008, 0.013, 0.006], [-0.005, 0.009, -0.001], [0.007, -0.001, 0.019], [0.018, 0.016, 0.017], [0.012, 0.015, -0.022], [0.000, 0.008, -0.010], [0.009, -0.013, -0.014], [0.016, 0.043, -0.011], [-0.003, -0.015, -0.028], [-0.013, -0.010, 0.016], [-0.010, 0.017, 0.007], [-0.003, 0.001, 0.005], [-0.014, -0.019, 0.026], [-0.016, 0.004, -0.011], [0.022, 0.006, 0.009], [0.006, 0.024, 0.006], [0.006, -0.001, -0.002], [0.001, -0.020, -0.023]], "nbo_charge": [0.659, 1.662, -0.486, -0.316, -0.407, -0.445, -0.143, -0.222, -0.176, -0.436, -0.183, -0.128, -0.206, -0.420, -0.262, -0.516, -0.205, -0.178, -0.122, -0.398, -0.240, 0.584, -0.027, -0.234, -0.742, -0.401, -0.175, 0.128, -0.217, -0.174, -0.273, -0.202, -0.135, -0.177, 0.238, 0.233, 0.252, 0.233, 0.236, 0.247, 0.244, 0.252, 0.234, 0.231, 0.271, 0.242, 0.243, 0.261, 0.215, 0.263, 0.203, 0.220, 0.232, 0.233, 0.204, 0.235, 0.214, 0.233, 0.246, 0.284, 0.238, 0.301, 0.226, 0.252], "largest_force_ev_per_a": 0.94, "spin_multiplicity": 1, "orbital_gap_ev": 6.747, "total_charge": 2, "mol_weight_g_mol": 591.19}


No. 3
{"formula": "C30H30N4OPbSi2", "method": "the ωB97M-V functional and the def2-TZVPD basis", "species": ["Pb", "Si", "Si", "O", "N", "N", "N", "N", "C", "C", "C", "C", "C", "C", "C", "C", "C", "C", "C", "C", "C", "C", "C", "C", "C", "C", "C", "C", "C", "C", "C", "C", "C", "C", "C", "C", "C", "C", "H", "H", "H", "H", "H", "H", "H", "H", "H", "H", "H", "H", "H", "H", "H", "H", "H", "H", "H", "H", "H", "H", "H", "H", "H", "H", "H", "H", "H", "H"], "xyz": [[-2.203, -2.097, 1.787], [-4.451, -1.942, 0.256], [-2.031, -4.350, 0.259], [7.022, 7.638, -0.560], [1.994, 3.717, 0.121], [0.330, -1.512, 0.681], [-1.586, 0.394, 0.668], [3.581, 2.160, 0.137], [-5.891, -1.277, 1.283], [-4.838, -3.758, -0.125], [6.191, 6.577, -0.413], [8.414, 7.380, -0.613], [-0.312, 0.794, 0.538], [-1.365, -5.780, 1.298], [2.384, 1.495, 0.283], [0.035, 2.144, 0.398], [1.230, -2.472, 0.703], [-4.469, -1.033, -1.394], [-2.289, 2.673, 0.523], [-2.538, 1.302, 0.667], [3.028, -0.933, 0.435], [0.727, -0.242, 0.548], [4.828, 6.877, -0.363], [-1.114, -4.377, -1.387], [5.664, 4.252, -0.163], [-6.479, -5.418, -0.811], [3.285, 3.495, 0.050], [2.602, -2.230, 0.577], [-5.494, -6.398, -0.811], [1.428, 2.473, 0.268], [2.084, 0.102, 0.421], [4.309, 4.536, -0.110], [-0.991, 3.096, 0.387], [3.902, 5.870, -0.214], [-3.844, -4.746, -0.124], [-6.149, -4.118, -0.471], [-4.196, -6.060, -0.470], [6.612, 5.257, -0.314], [-5.745, -0.221, 1.525], [-5.740, -7.419, -1.076], [7.660, 5.000, -0.352], [-1.199, -5.379, -1.819], [-5.468, -1.122, -1.833], [-0.741, 4.143, 0.274], [-1.910, -5.860, 2.241], [6.022, 3.232, -0.087], [-6.848, -1.364, 0.759], [-0.310, -5.631, 1.543], [3.302, -3.054, 0.594], [4.498, 1.755, 0.095], [0.847, -3.479, 0.831], [-3.754, -1.473, -2.092], [8.666, 6.746, -1.467], [4.084, -0.715, 0.336], [4.520, 7.911, -0.445], [8.764, 6.909, 0.309], [-1.552, -3.667, -2.091], [-5.976, -1.820, 2.227], [-4.236, 0.029, -1.300], [-0.052, -4.141, -1.289], [2.846, 6.099, -0.175], [8.896, 8.346, -0.729], [-1.449, -6.741, 0.780], [-3.114, 3.372, 0.522], [-7.499, -5.670, -1.077], [-6.932, -3.366, -0.473], [-3.549, 0.928, 0.794], [-3.440, -6.839, -0.471]], "forces_ev_per_a": [[-0.048, -0.035, -0.213], [0.280, -0.051, 0.310], [-0.052, 0.308, 0.315], [0.016, -0.022, -0.003], [-0.002, -0.157, 0.058], [-0.100, -0.037, 0.079], [-0.009, -0.070, 0.072], [-0.161, -0.008, 0.052], [-0.160, 0.061, -0.082], [-0.247, 0.051, -0.103], [0.020, 0.067, -0.001], [-0.033, 0.011, 0.000], [0.148, -0.154, -0.055], [0.061, -0.166, -0.086], [0.159, -0.152, -0.022], [0.031, 0.161, -0.037], [0.084, 0.022, 0.002], [-0.024, 0.046, -0.073], [-0.049, -0.109, -0.001], [0.006, 0.062, 0.011], [0.044, 0.013, -0.001], [-0.142, 0.105, -0.050], [-0.018, -0.041, -0.001], [0.045, -0.030, -0.072], [0.095, -0.027, -0.002], [-0.014, -0.020, -0.012], [0.165, 0.107, -0.087], [-0.116, -0.044, 0.000], [-0.021, -0.016, -0.011], [-0.176, 0.164, 0.002], [0.123, 0.065, -0.036], [-0.142, -0.027, 0.008], [0.021, 0.017, 0.002], [0.018, 0.037, -0.003], [0.057, -0.253, -0.102], [0.062, 0.017, 0.051], [0.015, 0.063, 0.049], [-0.071, 0.007, -0.003], [0.004, -0.005, 0.000], [-0.005, 0.002, 0.006], [0.000, -0.020, 0.006], [0.013, 0.033, -0.041], [0.031, 0.009, -0.037], [0.017, -0.008, 0.002], [-0.006, 0.011, -0.007], [-0.003, 0.003, 0.004], [0.005, 0.015, 0.026], [-0.004, 0.003, -0.001], [0.004, 0.002, 0.003], [-0.001, -0.011, 0.011], [0.025, -0.004, 0.012], [0.006, -0.003, 0.010], [0.008, -0.006, 0.005], [-0.007, 0.013, 0.001], [0.019, 0.003, 0.003], [0.007, -0.006, -0.005], [-0.004, 0.006, 0.010], [0.011, -0.005, -0.006], [-0.007, -0.009, -0.004], [-0.010, -0.008, -0.002], [0.000, -0.024, 0.004], [-0.002, 0.002, -0.001], [0.017, 0.004, 0.029], [0.003, 0.001, 0.004], [0.002, -0.004, 0.006], [0.012, 0.005, -0.004], [-0.004, 0.025, 0.011], [0.006, 0.013, -0.004]], "nbo_charge": [0.324, 1.084, 1.079, -0.484, -0.480, -0.426, -0.412, -0.519, -1.113, -0.450, 0.318, -0.255, 0.123, -1.112, 0.082, -0.018, 0.062, -1.107, -0.233, 0.056, -0.148, 0.248, -0.252, -1.107, -0.106, -0.202, 0.383, -0.245, -0.237, 0.158, -0.102, -0.152, -0.166, -0.139, -0.463, -0.210, -0.148, -0.331, 0.224, 0.206, 0.223, 0.228, 0.228, 0.235, 0.235, 0.186, 0.221, 0.222, 0.226, 0.418, 0.207, 0.237, 0.178, 0.207, 0.230, 0.178, 0.237, 0.235, 0.223, 0.222, 0.239, 0.205, 0.221, 0.224, 0.206, 0.200, 0.206, 0.191], "largest_force_ev_per_a": 0.44, "spin_multiplicity": 1, "orbital_gap_ev": 6.414, "mol_weight_g_mol": 725.97}